Below is C11H26FeN3OP2 as an isolated structure in a non-equilibrium geometry, with properties calculated with ωB97M-V/def2-TZVPD.

Element x y z (Å)
C -0.05428 -1.03087 -4.03660
C -0.58864 -0.19409 -4.99880
C -0.37123 1.19939 -5.03209
C 0.40348 1.83285 -4.02258
C 1.03901 1.16397 -2.98744
Fe -0.01914 -0.19286 -2.43204
P 0.44545 -2.33414 -1.72071
H -0.03047 -2.11009 -4.26509
H -1.19096 -0.62696 -5.80672
H -0.79993 1.78326 -5.85540
H 1.75565 1.72604 -2.35804
H 0.52134 2.91831 -4.12353
H 1.54537 -2.40832 -0.82150
H 0.95206 -3.23138 -2.69480
H -0.46087 -3.26160 -1.13586
C -2.17485 2.09392 1.27578
N -1.20569 1.23283 1.97178
C -1.20959 1.37186 3.43132
P -0.28811 0.15946 1.10452
O -0.76657 0.28080 -0.31236
N 1.29114 0.48695 1.50077
C 2.38018 -0.23738 0.83358
C 1.70682 1.84945 1.83159
N -0.35559 -1.44382 1.53947
C 0.43038 -2.00172 2.63504
C -1.62489 -2.13611 1.33381
H -2.39838 2.97520 1.89718
H -3.11788 1.55929 1.06458
H -1.75301 2.45381 0.32766
H -0.45126 0.74210 3.91519
H -1.00488 2.42063 3.70401
H -2.19483 1.10176 3.84741
H 2.59895 0.18620 -0.16157
H 3.27441 -0.10979 1.46448
H 2.17218 -1.30673 0.72890
H 1.78594 2.48594 0.93542
H 1.00292 2.30414 2.53481
H 2.70071 1.77529 2.29972
H 0.02296 -1.71919 3.61831
H 0.39536 -3.09478 2.52772
H 1.47279 -1.67877 2.58790
H -2.38609 -1.78732 2.05195
H -1.99482 -1.98748 0.31252
H -1.45514 -3.21007 1.48971

The HOMO energy (spin up / spin down) comes out at -5.0257 / -7.0975 eV. For the energy, the calculation gives -71306.3593 eV. The expectation value of S² is 8.800. Its spin multiplicity is 6. For the LUMO energy (spin up / spin down), the calculation gives 0.459 / 0.387 eV.